#one
A cluster of 2 separate species, CH5N2O2 in total, computed with wB97M-V/def2-TZVPD.

Last column: Mulliken charge in e.
Positions of all 10 atoms, in Å:
1 C 1.72280 0.25002 -0.76947  -0.519
2 N -2.93052 0.12856 1.23397  0.723
3 N -1.98000 -0.06359 0.69204  -0.362
4 O -3.90720 0.32321 1.77475  -0.441
5 O 0.74661 -0.47831 0.05757  -0.297
6 H 2.02007 1.14039 -0.21723  0.281
7 H 1.28975 0.52252 -1.73001  0.329
8 H 2.58435 -0.39803 -0.91259  0.310
9 H 0.61054 -1.38009 -0.30054  0.442
10 H -0.15639 -0.04468 0.17151  0.533

Results
Total charge: +1
HOMO level in eV: -16.34
Orbital gap in eV: 12.28


#two
The ion CH5N2O2 with charge +1, computed with wB97M-V/def2-TZVPD.

Last column: Mulliken charge in e.
Positions of all 10 atoms, in Å:
1 C 0.15811 -0.39526 -0.84022  -0.645
2 N -0.07032 0.22600 0.46016  0.669
3 O 0.17240 1.46311 0.79778  -0.416
4 N -0.70757 -0.54881 1.37199  -0.210
5 O -1.01936 0.14776 2.45761  -0.227
6 H 1.27718 -0.40255 -0.95706  0.312
7 H -0.47612 0.07749 -1.67803  0.321
8 H -0.35992 -1.38931 -0.58706  0.341
9 H 0.03875 2.16945 0.06027  0.434
10 H -1.34980 -0.44680 3.10267  0.420

Results
Total charge: +1
SMILES string: C/[N+](O)=N/O
HOMO level in eV: -16.36
Orbital gap in eV: 10.31


#three
The ion CH5N2O2 with charge +1, computed with wB97M-V/def2-TZVPD.

Last column: Mulliken charge in e.
Positions of all 10 atoms, in Å:
1 N -1.28386 0.17147 0.95772  -0.313
2 C -0.64842 -0.18665 -0.15068  0.275
3 N 0.62431 -0.43808 -0.11968  -0.044
4 O 1.44231 -0.87514 -1.12658  -0.117
5 O 2.30974 0.30039 -1.41185  -0.263
6 H -2.13849 0.68084 0.91490  0.261
7 H -0.68765 0.17864 1.74169  0.217
8 H -0.99675 -0.26547 -1.23091  0.363
9 H 1.05413 -0.21236 0.78599  0.262
10 H 3.15885 -0.07246 -1.51542  0.360

Results
Total charge: +1
SMILES string: N/C=[NH+]/OO
HOMO level in eV: -15.76
Orbital gap in eV: 11.20


Preferred: #one; penalty for the next structure: 31.4 kcal/mol.


#one
An isolated molecule of C2H6O3S2, computed with wB97M-V/def2-TZVPD.

Last column: Mulliken charge in e.
Positions of all 13 atoms, in Å:
1 O -2.49359 0.42339 -0.74926  -0.595
2 S -1.36381 -0.34845 -0.36037  1.147
3 O -0.70958 -1.16851 -1.30565  -0.581
4 O -1.80907 -1.24652 0.89113  -0.500
5 C -0.12358 0.79054 0.37514  -1.084
6 C 1.18449 0.79782 -0.40120  -0.688
7 S 2.12886 -0.84299 -0.29620  -0.130
8 H -1.73862 -2.25573 0.33104  0.432
9 H 0.22165 0.63633 1.42156  0.363
10 H -0.59520 1.47708 0.49400  0.898
11 H 2.04680 1.61366 0.09758  0.287
12 H 0.97905 0.82189 -1.44030  0.366
13 H 2.27260 -0.69851 0.94254  0.084

Results
Total charge: 0
SMILES string: O=S(=O)(O)CCS
HOMO level in eV: -9.34
Orbital gap in eV: 9.72


#two
A structure of composition C2H6O3S2, computed with wB97M-V/def2-TZVPD.

Last column: Mulliken charge in e.
Positions of all 13 atoms, in Å:
1 C 2.10421 1.17498 -0.39424  -0.776
2 C -2.39231 -0.61208 0.74971  -0.845
3 O -1.17825 -0.39518 -1.60355  -0.535
4 O 0.09681 0.02424 0.60300  -0.283
5 O 2.00067 -1.30050 -0.67828  -0.488
6 S 1.79414 -0.46395 0.46476  0.553
7 S -0.87040 -0.95100 -0.30749  0.590
8 H 2.22470 1.91962 0.42581  0.315
9 H 1.26683 1.32070 -1.06609  0.253
10 H 3.07965 1.21317 -0.97326  0.318
11 H -3.19614 -0.75600 0.06341  0.339
12 H -2.45961 -1.50679 1.42929  0.296
13 H -2.47029 0.33280 1.28691  0.263

Results
Total charge: 0
HOMO level in eV: -9.44
Orbital gap in eV: 9.94


Preferred: #two; penalty for the next structure: 39.0 kcal/mol.


#one
A structure of composition C18H20ClF6N2O5PV, computed with wB97M-V/def2-TZVPD.

Last column: Mulliken spin population.
Positions of all 54 atoms, in Å:
1 V 0.99843 -0.83870 -0.13066  1.027
2 C 1.45614 -1.01625 4.91630  0.001
3 C 0.73703 -1.71659 3.85915  0.015
4 C -0.44191 -1.13726 3.30511  -0.004
5 C -1.22243 -1.85580 2.43119  0.011
6 C -0.84812 -3.16162 2.06625  0.030
7 C 0.32410 -3.73171 2.58529  -0.006
8 C 1.13653 -3.00330 3.42246  0.017
9 H 1.96528 -0.16369 4.43974  0.002
10 H 2.19707 -1.62921 5.42224  0.000
11 H 0.78457 -0.55130 5.64295  0.001
12 H -0.73889 -0.15053 3.63109  -0.001
13 H -2.15565 -1.45394 2.06037  0.000
14 H -1.45306 -3.72106 1.36284  0.000
15 H 0.59009 -4.73772 2.30494  0.001
16 H 2.06457 -3.42451 3.78369  0.000
17 O 1.73956 2.53272 1.02932  -0.001
18 Cl 2.35865 1.27966 1.14405  0.005
19 O 3.70887 1.30464 1.40204  0.007
20 O 2.12763 0.61637 -0.17341  -0.023
21 O 1.64682 0.48456 2.09119  0.001
22 F 2.64807 -1.94714 0.79398  -0.004
23 P 2.56636 -3.05390 -0.47308  -0.003
24 F 2.51426 -1.69821 -1.43664  -0.004
25 F 2.16395 -3.92255 -1.70532  0.000
26 F 2.32168 -4.18480 0.58763  0.000
27 F 0.73930 -2.68694 -0.29950  0.012
28 F 4.10006 -3.17870 -0.56501  0.000
29 C -1.72154 3.74204 -2.56630  0.000
30 N -1.50128 2.93093 -1.40092  -0.016
31 N -1.17210 1.62171 -1.49225  -0.007
32 C -0.88947 1.16594 -0.23326  0.009
33 O -0.34876 0.00616 -0.04477  -0.050
34 C -1.10271 2.21332 0.65705  -0.016
35 C -1.45316 3.32201 -0.11698  0.004
36 C -1.64130 4.72107 0.29992  -0.001
37 C -1.16790 0.81636 -2.66637  -0.002
38 C -2.33307 0.65716 -3.41604  0.000
39 C -2.33484 -0.23343 -4.47727  -0.002
40 C -1.20011 -0.98237 -4.76373  -0.001
41 C -0.03173 -0.80329 -4.03114  0.007
42 C 0.00097 0.11543 -2.99189  0.005
43 H -1.24141 3.27625 -3.42698  0.000
44 H -1.27705 4.72372 -2.40753  -0.001
45 H -2.78668 3.85942 -2.78037  -0.001
46 H -0.94047 2.17541 1.71486  0.000
47 H -1.92504 4.77951 1.34679  0.000
48 H -2.38364 5.23444 -0.30740  0.000
49 H -0.68965 5.24965 0.19500  0.001
50 H -3.23214 1.20201 -3.16923  0.000
51 H -3.23399 -0.35893 -5.06319  0.000
52 H -1.22106 -1.68978 -5.57663  0.000
53 H 0.85780 -1.36443 -4.28016  0.000
54 H 0.94136 0.36716 -2.49939  -0.012

Results
2S+1: 2
Total charge: +2
HOMO level (alpha / beta) in eV: -14.10 / -13.94
Orbital gap (alpha / beta) in eV: 3.72 / 3.76


#two
A structure of composition C18H20ClF6N2O5PV, computed with wB97M-V/def2-TZVPD.

Last column: Mulliken spin population.
Positions of all 54 atoms, in Å:
1 V 0.00613 -0.59741 1.76228  1.296
2 C 3.43976 -3.07313 0.21330  -0.003
3 C 2.12143 -3.32895 0.85983  0.010
4 C 0.92009 -2.81583 0.30309  -0.036
5 C -0.30131 -3.03370 0.92959  -0.076
6 C -0.35949 -3.79877 2.12899  -0.037
7 C 0.80652 -4.33514 2.65135  -0.009
8 C 2.02491 -4.09975 2.02272  -0.074
9 H 3.83356 -3.99827 -0.21901  0.001
10 H 4.17224 -2.73616 0.94963  0.002
11 H 3.36404 -2.33232 -0.57953  0.000
12 H 0.94141 -2.33374 -0.66681  0.002
13 H -1.21985 -2.73988 0.43601  0.000
14 H -1.31856 -4.00605 2.58529  -0.001
15 H 0.77717 -4.94503 3.54413  -0.001
16 H 2.92510 -4.52695 2.44962  0.001
17 O 3.41291 -1.19287 3.44793  -0.002
18 Cl 2.18535 -0.57894 3.22785  0.005
19 O 2.04670 0.73533 3.70487  0.001
20 O 0.95206 -1.40044 3.52161  0.002
21 O 1.93089 -0.49189 1.63854  -0.022
22 F -1.67003 -1.05896 2.20072  -0.021
23 P -2.29656 1.15384 3.39021  0.000
24 F -2.55089 2.46419 4.10239  0.000
25 F -3.46005 0.26932 3.89740  0.000
26 F -1.30061 0.40698 4.34859  0.001
27 F -0.88007 1.57134 2.58712  0.005
28 F -2.96761 1.27147 1.99473  0.000
29 C 0.02015 3.42330 -3.31265  0.000
30 N 0.19521 2.82340 -1.98620  -0.013
31 N -0.39353 1.64190 -1.61747  -0.004
32 C 0.13052 1.29772 -0.42472  0.006
33 O -0.27728 0.17751 0.16431  -0.032
34 C 1.05431 2.24495 -0.02339  -0.007
35 C 1.07058 3.19726 -1.03985  0.006
36 C 1.88003 4.43912 -1.15621  0.000
37 C -1.46102 1.00205 -2.35438  -0.003
38 C -2.52463 1.76160 -2.81699  -0.002
39 C -3.55255 1.12376 -3.49602  0.000
40 C -3.50710 -0.24786 -3.70285  0.000
41 C -2.43757 -0.99227 -3.22689  0.000
42 C -1.40188 -0.36869 -2.54570  0.003
43 H -0.15693 2.63640 -4.03896  0.000
44 H 0.94408 3.93865 -3.55705  0.000
45 H -0.80506 4.12957 -3.31439  0.000
46 H 1.63153 2.26366 0.88367  -0.001
47 H 2.28922 4.70047 -0.18394  0.000
48 H 1.27956 5.27337 -1.51570  0.000
49 H 2.71350 4.29183 -1.84587  0.000
50 H -2.58001 2.82203 -2.62518  0.000
51 H -4.39357 1.70236 -3.85172  0.000
52 H -4.30700 -0.73775 -4.24077  0.000
53 H -2.39409 -2.05769 -3.40679  0.000
54 H -0.55171 -0.93494 -2.19673  0.001

Results
2S+1: 2
Total charge: +2
HOMO level (alpha / beta) in eV: -15.11 / -15.13
Orbital gap (alpha / beta) in eV: 5.09 / 6.46


Preferred: #two; penalty for the next structure: 47.4 kcal/mol.


#one
A cluster of 2 separate species, H2NPS in total, computed with wB97M-V/def2-TZVPD.

Last column: Mulliken charge in e.
Positions of all 5 atoms, in Å:
1 N 0.28195 0.36949 -0.33078  -0.561
2 P -1.17301 2.47726 0.57819  0.291
3 S -2.21276 3.05864 -0.85255  -0.112
4 H 0.77221 -0.21730 0.30792  0.178
5 H 0.78532 0.82777 -1.01102  0.204

Results
Total charge: 0
HOMO level (alpha / beta) in eV: -9.81 / -7.51
Orbital gap (alpha / beta) in eV: 8.44 / 5.88


#two
A cluster of 2 separate species, H2NPS in total, computed with wB97M-V/def2-TZVPD.

Last column: Mulliken charge in e.
Positions of all 5 atoms, in Å:
1 N -1.05354 0.04250 0.39022  -0.692
2 P 1.29425 0.66246 -0.10136  0.377
3 S 2.36904 -0.86697 -0.03075  -0.118
4 H -1.02579 -0.73669 -0.32458  0.219
5 H -1.58396 0.89870 0.06646  0.214

Results
Total charge: 0
HOMO level (alpha / beta) in eV: -8.58 / -8.59
Orbital gap (alpha / beta) in eV: 6.89 / 6.90


Preferred: #two; penalty for the next structure: 18.7 kcal/mol.


#one
The ion C3H8NOS with charge +1, computed with wB97M-V/def2-TZVPD.

Last column: Mulliken charge in e.
Positions of all 14 atoms, in Å:
1 C 1.52767 1.75717 -0.11633  -0.305
2 C -0.16644 0.00483 0.35448  0.113
3 C -0.67940 -1.69965 -1.72706  -0.739
4 N -0.44694 0.29284 1.81225  -0.342
5 O 0.61136 0.84675 -0.30044  -0.203
6 S -1.54608 -0.74499 -0.45426  -0.077
7 H 1.74989 2.17855 0.85176  0.249
8 H 2.10735 2.00604 -0.98461  0.303
9 H -0.16420 -1.01628 -2.39406  0.269
10 H -1.43920 -2.24938 -2.27531  0.339
11 H 0.01317 -2.38513 -1.24915  0.283
12 H -0.93165 -0.53794 2.18116  0.391
13 H -1.06571 1.10648 1.96871  0.347
14 H 0.43017 0.44072 2.33287  0.373

Results
Total charge: +1
HOMO level (alpha / beta) in eV: -12.13 / -12.25
Orbital gap (alpha / beta) in eV: 7.57 / 8.27


#two
A structure of composition C3H8NOS, computed with wB97M-V/def2-TZVPD.

Last column: Mulliken charge in e.
Positions of all 14 atoms, in Å:
1 C 0.17546 1.26989 0.36660  -0.641
2 C -1.28903 1.00518 -0.08393  -0.258
3 C 0.19444 0.01071 1.15324  0.561
4 N 0.40720 -1.33302 -1.35548  -0.661
5 O 1.19046 -0.47842 1.77032  -0.425
6 S -1.43250 -0.35667 1.11285  -0.001
7 H 0.83822 1.06873 -0.55620  0.167
8 H 0.37657 2.22927 0.78796  0.398
9 H -1.99608 1.88267 0.16398  0.373
10 H -1.44987 0.74376 -1.16373  0.322
11 H 1.06066 -1.70435 -0.63036  0.250
12 H 1.04208 -0.86554 -1.97930  0.232
13 H -0.20954 -2.02285 -1.77415  0.229
14 H 1.09191 -1.44935 2.18819  0.455

Results
Total charge: +1
HOMO level in eV: -14.22
Orbital gap in eV: 9.38


Preferred: #two; penalty for the next structure: 54.6 kcal/mol.